Record 1
C30H33ClHfI3N3O6P as an isolated structure at a distorted geometry. Source: the OMol25 dataset; level of theory: ωB97M-V with the def2-TZVPD basis set.

Calculated values
lowest unoccupied orbital energy: -3.037 eV
energy above the lowest of the compared OMol25 structures with the same formula, charge and spin: 30.2 kcal per mole
net charge: +1

Each line ends with the Löwdin charge.
Geometry (Å):
Hf1 0.74 0.91 -0.04  1.712
I1 1.08 -3.78 6.29  0.917
C1 0.69 -2.50 4.71  -0.752
C2 -0.58 -1.96 4.55  -0.224
C3 -0.84 -1.11 3.49  -0.633
I2 -2.73 -0.27 3.34  1.023
C4 0.15 -0.81 2.55  -0.393
O1 -0.11 -0.03 1.50  -0.265
C5 1.44 -1.32 2.74  -0.159
C6 2.56 -0.97 1.80  -0.111
N1 2.54 0.46 1.37  -0.118
C7 2.62 1.44 2.48  -0.085
C8 1.36 2.24 2.68  -0.244
C9 0.98 2.69 3.93  0.015
C10 -0.16 3.48 4.06  -0.017
C11 -0.87 3.82 2.92  -0.027
C12 -0.43 3.34 1.71  -0.102
N2 0.65 2.56 1.58  0.003
C13 1.70 -2.16 3.82  -0.106
H1 -1.36 -2.19 5.26  0.083
H2 3.51 -1.18 2.29  0.135
H3 2.51 -1.56 0.89  0.116
H4 3.33 0.61 0.74  0.088
H5 2.88 0.93 3.41  0.136
H6 3.42 2.15 2.25  0.148
H7 1.56 2.42 4.80  0.130
H8 -0.48 3.82 5.03  0.124
H9 -1.76 4.43 2.97  0.119
H10 -0.95 3.58 0.78  0.097
H11 2.70 -2.55 3.96  0.107
Cl1 1.81 2.70 -6.56  0.738
C14 1.92 2.38 -4.86  -0.594
C15 3.02 1.75 -4.35  -0.142
C16 3.14 1.55 -2.96  -0.634
I3 4.84 0.63 -2.22  0.999
C17 2.16 1.98 -2.10  -0.431
O2 2.29 1.93 -0.77  -0.285
C18 0.95 2.51 -2.63  -0.156
N3 -0.06 2.75 -1.73  0.073
C19 -1.09 3.44 -2.17  -0.131
C20 -1.22 3.87 -3.50  -0.030
C21 -0.27 3.52 -4.42  0.012
C22 0.87 2.80 -4.00  -0.152
H12 3.80 1.42 -5.02  0.103
H13 -1.88 3.66 -1.46  0.109
H14 -2.09 4.44 -3.78  0.119
H15 -0.38 3.80 -5.46  0.104
C23 -2.80 0.42 -2.77  0.000
C24 -2.55 0.03 -1.32  -0.548
C25 -3.01 1.07 -0.32  -0.028
C26 -3.16 -1.32 -0.99  -0.019
O3 -1.06 -0.04 -1.14  -0.293
P1 -0.15 -1.34 -1.59  0.314
O4 -0.36 -1.77 -2.97  -0.197
O5 1.21 -0.67 -1.20  -0.345
O6 -0.47 -2.36 -0.46  -0.170
C27 -0.33 -3.84 -0.42  -0.580
C28 1.16 -4.13 -0.37  -0.012
C29 -0.99 -4.47 -1.63  -0.022
C30 -1.02 -4.23 0.87  -0.006
H16 -3.87 0.35 -2.96  0.104
H17 -2.28 -0.25 -3.45  0.087
H18 -2.49 1.44 -2.97  0.067
H19 -3.98 1.47 -0.63  0.108
H20 -2.31 1.90 -0.26  0.042
H21 -3.11 0.64 0.67  -0.009
H22 -4.24 -1.19 -1.00  0.109
H23 -2.85 -1.65 0.00  0.080
H24 -2.90 -2.07 -1.73  0.085
H25 1.68 -3.70 -1.23  0.096
H26 1.33 -5.21 -0.38  0.100
H27 1.60 -3.73 0.55  0.079
H28 -0.52 -4.17 -2.56  0.082
H29 -2.05 -4.23 -1.67  0.086
H30 -0.90 -5.56 -1.53  0.100
H31 -0.62 -3.64 1.70  0.080
H32 -0.84 -5.28 1.08  0.101
H33 -2.09 -4.07 0.80  0.092

Record 2
A 2-piece molecular cluster, C30H33ClNO3S overall at a distorted geometry. Source: the OMol25 dataset; level of theory: ωB97M-V with the def2-TZVPD basis set.

Calculated values
lowest unoccupied orbital energy: 1.079 eV
energy above the lowest of the compared OMol25 structures with the same formula, charge and spin: 32.5 kcal per mole
net charge: -1

Each line ends with the natural charge from an NBO analysis.
Geometry (Å):
C1 4.38 1.00 -0.24  -0.611
C2 3.60 0.50 0.99  -0.074
C3 3.53 -1.03 0.91  -0.608
C4 4.36 0.88 2.26  -0.609
C5 2.19 1.13 1.01  -0.101
C6 1.05 0.38 0.95  -0.084
C7 -0.26 0.96 0.97  -0.152
C8 -1.40 0.15 0.93  0.012
C9 -2.73 0.67 0.91  -0.136
C10 -3.11 1.72 0.01  -0.125
C11 -4.39 2.25 0.05  -0.232
C12 -5.32 1.80 1.00  -0.015
C13 -6.68 2.42 1.04  -0.628
C14 -4.96 0.77 1.88  -0.211
C15 -3.70 0.20 1.83  -0.168
C16 -0.34 2.39 1.10  -0.192
C17 0.75 3.21 1.13  0.004
C18 0.62 4.75 1.20  -0.091
C19 1.29 5.26 2.48  -0.610
C20 -0.85 5.18 1.22  -0.606
C21 1.29 5.38 -0.02  -0.611
C22 2.09 2.60 1.08  0.468
O1 3.11 3.32 1.09  -0.631
H1 4.49 2.08 -0.17  0.237
H2 5.37 0.53 -0.28  0.198
H3 3.82 0.75 -1.15  0.207
H4 3.00 -1.43 1.79  0.209
H5 3.01 -1.35 0.00  0.222
H6 4.54 -1.45 0.90  0.207
H7 3.80 0.55 3.14  0.201
H8 5.35 0.42 2.27  0.199
H9 4.47 1.97 2.30  0.236
H10 1.10 -0.71 0.89  0.224
H11 -1.26 -0.93 1.00  0.235
H12 -2.39 2.09 -0.72  0.215
H13 -4.68 3.04 -0.65  0.208
H14 -7.29 1.94 1.81  0.212
H15 -6.63 3.49 1.27  0.217
H16 -7.20 2.33 0.08  0.220
H17 -5.70 0.43 2.61  0.208
H18 -3.41 -0.58 2.53  0.222
H19 -1.33 2.83 1.20  0.221
H20 2.35 5.01 2.46  0.240
H21 1.17 6.35 2.55  0.196
H22 0.82 4.80 3.35  0.202
H23 -1.37 4.84 0.31  0.207
H24 -1.36 4.80 2.11  0.207
H25 -0.91 6.28 1.24  0.209
H26 0.84 4.98 -0.93  0.203
H27 1.18 6.47 -0.01  0.196
H28 2.36 5.12 -0.01  0.244
N1 2.08 -9.50 -5.88  -0.351
C23 1.60 -8.66 -5.23  0.301
C24 1.00 -7.62 -4.43  -0.208
C25 1.79 -6.60 -3.89  -0.178
C26 1.20 -5.58 -3.13  -0.132
C27 -0.17 -5.60 -2.89  -0.284
S1 -0.93 -4.26 -1.92  2.150
C28 -1.00 -4.90 -0.32  -1.026
Cl1 -1.28 -3.93 0.99  -0.049
O2 0.00 -3.16 -1.98  -0.992
O3 -2.25 -4.12 -2.50  -0.987
C29 -0.97 -6.61 -3.44  -0.190
C30 -0.38 -7.62 -4.19  -0.171
H29 2.86 -6.59 -4.07  0.217
H30 1.81 -4.78 -2.73  0.241
H31 -0.96 -5.97 -0.17  0.207
H32 -2.04 -6.61 -3.27  0.245
H33 -1.00 -8.42 -4.61  0.219

| no. | E (eV) | orbital gap (eV) |
| --- | --- | --- |
| 1 | -95826.102 | 7.6 |
| 2 | -62635.140 | 4.1 |